Computed, not measured: C36H37CdCl3N5O3S2Si as an isolated structure in a non-equilibrium geometry, with the ωB97M-V functional and the def2-TZVPD basis.

Each line ends with the Mulliken charge.
CARTESIAN COORDINATES (ANGSTROEM)
Cd: 0.10 1.31 0.68  2.1875
C: 3.94 1.27 -1.69  -1.3465
C: 3.01 1.73 -0.62  0.7980
O: 1.99 0.96 -0.43  -1.0123
C: 3.37 2.89 0.14  -1.2028
C: 2.83 3.29 1.30  0.5806
C: 3.40 4.43 2.07  -1.1058
N: 1.69 2.70 1.76  0.2967
N: 1.41 2.81 3.01  -0.2656
C: 0.59 1.88 3.57  0.2030
O: -0.16 1.06 2.94  -1.0512
C: 0.57 1.83 5.05  0.4298
C: -0.35 0.97 5.66  -0.4370
C: -0.38 0.77 7.04  -0.5605
C: 0.48 1.50 7.85  -0.4794
C: 1.36 2.41 7.24  -0.4449
C: 1.43 2.59 5.85  -0.3033
H: 4.75 0.66 -1.23  0.2503
H: 4.43 2.05 -2.30  0.3702
H: 3.35 0.62 -2.35  0.2896
H: 4.18 3.44 -0.33  0.2603
H: 4.48 4.24 2.31  0.2586
H: 2.79 4.62 2.99  0.2845
H: 3.47 5.31 1.38  0.2836
H: -1.08 0.57 4.92  0.2587
H: -1.05 0.04 7.44  0.4000
H: 0.47 1.36 8.94  0.3483
H: 1.93 3.10 7.85  0.3342
H: 2.23 3.13 5.40  0.4079
C: -5.94 3.04 -1.42  -1.0232
Si: -4.32 3.81 -1.86  0.4046
C: -4.29 5.52 -2.69  -1.1461
C: -3.67 2.63 -3.16  -1.0749
C: -3.27 3.94 -0.31  0.1584
C: -3.49 5.00 0.53  -0.4287
C: -2.77 5.09 1.75  -0.8362
C: -1.80 4.18 2.04  -0.3018
N: -1.57 3.14 1.23  -0.1643
C: -2.25 3.00 0.09  0.4999
S: -1.79 1.66 -1.00  -0.5665
H: -6.58 3.23 -2.34  0.2473
H: -6.43 3.50 -0.56  0.3546
H: -5.81 1.98 -1.22  0.2944
H: -4.68 5.42 -3.70  0.3442
H: -3.27 5.93 -2.83  0.3385
H: -4.87 6.30 -2.18  0.3217
H: -4.03 2.85 -4.16  0.3909
H: -3.83 1.59 -2.86  0.1635
H: -2.57 2.74 -3.24  0.3467
H: -4.25 5.77 0.25  0.1974
H: -3.06 5.95 2.37  0.3020
H: -1.26 4.19 2.99  0.3250
Cl: -3.21 -1.35 -4.41  -0.1895
C: -2.19 -2.55 -3.80  0.3936
C: -0.79 -2.39 -4.00  -1.0891
C: 0.02 -3.25 -3.26  0.4633
C: -0.48 -4.30 -2.44  0.0833
C: 0.38 -5.12 -1.48  -0.0185
C: 1.36 -4.30 -0.67  -1.3820
N: 0.65 -3.24 0.06  0.4815
C: -0.14 -3.41 1.21  -0.1601
C: -0.53 -2.15 1.56  -1.0472
N: -0.05 -1.20 0.59  -0.3024
C: 0.66 -1.94 -0.26  -0.4065
O: 0.99 -6.33 -2.01  -0.5162
C: 1.88 -6.29 -3.19  -0.5634
C: 3.29 -6.11 -2.72  0.1790
C: 4.19 -5.08 -3.05  0.5238
Cl: 3.94 -3.72 -4.04  -0.1854
S: 5.76 -5.30 -2.32  -0.1846
C: 5.20 -6.72 -1.50  -0.3702
C: 3.91 -6.98 -1.77  -0.6912
C: -1.89 -4.55 -2.46  0.3187
Cl: -2.62 -5.83 -1.59  -0.2279
C: -2.71 -3.63 -3.06  -0.7057
H: -0.41 -1.65 -4.68  0.4234
H: 1.11 -3.06 -3.33  0.2838
H: -0.29 -5.51 -0.68  0.5010
H: 2.10 -3.77 -1.27  0.4289
H: 1.89 -4.90 0.07  0.3967
H: -0.30 -4.38 1.67  0.4529
H: -1.17 -1.85 2.38  0.4572
H: 1.16 -1.54 -1.14  0.5196
H: 1.62 -5.55 -3.94  0.3657
H: 1.77 -7.28 -3.60  0.3181
H: 5.85 -7.23 -0.82  0.4344
H: 3.39 -7.81 -1.32  0.3900
H: -3.77 -3.73 -2.90  0.4453

Results
- LUMO level (alpha / beta) (eV) = 1.82 / 1.82
- ΔE to the lowest compared entry with this formula, charge and spin (kcal per mole) = 1.5
- net charge = -1
- DFT total energy (eV) = -123207.035
- M (g mol⁻¹) = 898.7

Computed, not measured: C36H37CsN6O3Se as an isolated structure, with the ωB97M-V functional and the def2-TZVPD basis.

Each line ends with the Mulliken charge.
CARTESIAN COORDINATES (ANGSTROEM)
Cs: 0.73 0.72 -0.28  1.2602
C: 0.23 2.86 3.37  -1.4171
C: -0.31 1.48 3.67  0.0891
C: -1.18 0.86 2.79  -0.2024
C: -1.61 -0.45 3.01  0.2926
C: -2.49 -1.15 2.00  -1.3843
C: -1.16 -1.12 4.14  -0.7316
C: -0.30 -0.51 5.05  0.7062
C: 0.24 -1.28 6.23  -1.5124
C: 0.13 0.79 4.79  -0.7019
H: 1.02 2.80 2.61  0.2529
H: 0.63 3.33 4.26  0.4051
H: -0.54 3.52 2.95  0.2783
H: -1.49 1.37 1.89  1.4370
H: -3.08 -1.93 2.47  0.4036
H: -1.88 -1.61 1.22  0.2118
H: -3.16 -0.46 1.50  0.2580
H: -1.48 -2.14 4.32  0.3468
H: 0.66 -0.61 6.98  0.3852
H: 1.03 -1.96 5.90  0.2390
H: -0.54 -1.88 6.70  0.3721
H: 0.82 1.27 5.48  0.2829
N: 8.27 -7.97 0.15  -0.5982
C: 7.45 -7.16 0.11  0.0246
C: 6.43 -6.16 0.06  0.6105
C: 5.21 -6.37 0.70  -0.8528
C: 4.23 -5.40 0.66  -0.0416
C: 4.43 -4.21 -0.03  -0.1971
C: 5.65 -4.01 -0.68  -0.0422
C: 6.65 -4.97 -0.63  -0.8580
C: 3.37 -3.16 -0.09  1.2170
C: 3.06 -2.56 1.13  0.0683
C: 3.76 -2.74 2.37  -0.8247
C: 3.13 -1.94 3.29  -1.0862
C: 2.05 -1.32 2.58  -0.3555
N: 2.00 -1.68 1.31  -0.1811
C: 2.82 -2.93 -1.35  -0.2882
C: 3.03 -3.73 -2.52  -0.8334
C: 2.27 -3.17 -3.51  -0.8638
C: 1.63 -2.04 -2.91  -0.5247
N: 1.95 -1.89 -1.64  0.0296
H: 5.04 -7.30 1.24  0.4194
H: 3.28 -5.55 1.16  0.5018
H: 5.80 -3.08 -1.22  0.5192
H: 7.59 -4.80 -1.13  0.4178
H: 4.64 -3.34 2.53  0.4431
H: 3.38 -1.81 4.33  0.4236
H: 1.32 -0.64 2.99  0.4454
H: 3.64 -4.62 -2.59  0.4352
H: 2.16 -3.51 -4.53  0.3947
H: 0.97 -1.34 -3.41  0.4809
Se: -7.74 1.87 -1.19  -0.4527
C: -6.36 0.65 -1.17  0.1397
N: -5.45 -0.08 -1.14  -0.5665
O: -1.87 1.72 -0.22  -0.3398
C: -2.80 2.38 -0.70  0.1195
C: -3.98 2.81 0.14  0.4688
C: -4.07 4.33 0.31  -0.7826
C: -4.76 5.04 -0.86  -0.5243
C: -4.02 4.93 -2.19  -0.6528
C: -3.84 3.49 -2.67  -0.6356
N: -2.78 2.77 -1.99  -0.0938
H: -3.86 2.32 1.10  0.2277
H: -4.91 2.44 -0.30  -0.6826
H: -3.07 4.75 0.48  0.3094
H: -4.65 4.53 1.22  0.3696
H: -4.90 6.09 -0.61  0.3531
H: -5.75 4.60 -0.97  0.1815
H: -3.03 5.39 -2.12  0.3144
H: -4.58 5.48 -2.95  0.3569
H: -3.58 3.49 -3.73  0.4454
H: -4.78 2.94 -2.57  0.1174
H: -1.91 2.60 -2.49  0.2274
O: 0.42 3.44 -3.86  -0.7115
C: 1.44 3.25 -3.21  0.3252
C: 2.83 3.19 -3.87  -0.4415
C: 3.76 2.89 -2.69  -0.4414
C: 2.79 2.83 -1.50  0.3003
O: 3.16 2.54 -0.36  -0.7033
N: 1.51 3.06 -1.87  -0.3035
H: 3.03 4.15 -4.35  0.2534
H: 2.82 2.43 -4.64  0.2026
H: 4.51 3.65 -2.51  0.2628
H: 4.28 1.93 -2.77  0.2025

Results
- LUMO level (eV) = 3.59
- ΔE to the lowest compared entry with this formula, charge and spin (kcal per mole) = 18.8
- net charge = -2
- DFT total energy (eV) = -118915.003
- M (g mol⁻¹) = 813.6